C24H24AlBrN6O4SSbSe4 as an isolated structure. Source: the Open Molecules 2025 dataset; level of theory: the ωB97M-V functional and the def2-TZVPD basis.

Last column: Löwdin charge in e.
Element x y z (Å)
1 C 3.2792 0.0219 2.4655  -0.05
2 H 1.8060 4.6314 1.4079  0.10
3 C 2.0671 3.9258 0.6315  -0.09
4 Se -0.6254 2.8222 7.0580  -0.38
5 C 1.0608 3.1934 0.0108  -0.13
6 N -2.7743 0.4090 -1.7006  -0.42
7 H 2.9775 1.2348 -1.9993  0.11
8 C 0.6994 0.7337 -3.0809  -0.37
9 C -2.6746 -2.9075 -1.2517  -0.09
10 O 0.2669 -0.0231 -0.6131  -0.40
11 H -1.7284 -0.7633 2.8993  -0.04
12 N 1.2985 -1.1980 2.1158  -0.11
13 H 4.1730 4.2702 0.7797  0.10
14 C -3.2916 0.6819 0.6116  -0.40
15 O 0.4388 -1.7977 1.2742  -0.11
16 H 1.6406 2.0821 -6.0238  0.10
17 C 1.3999 2.2334 -0.9289  -0.35
18 H -1.0787 0.6198 2.2636  -0.09
19 Se -1.5907 -0.7129 5.2347  -0.13
20 Br -2.6877 -6.8749 -2.4787  0.65
21 C 0.8956 -0.6094 -3.3458  -0.05
22 H 0.2123 -1.8441 3.7449  0.04
23 C 3.7236 2.7411 -0.6608  -0.09
24 C 2.3504 -0.5239 1.6159  -0.01
25 O -1.8451 -0.1355 -2.4393  -0.20
26 Se -3.7486 2.4857 4.3028  -0.24
27 C 0.9567 1.7096 -4.0297  -0.07
28 H 3.8003 0.3735 4.5223  0.11
29 C 3.3900 3.7044 0.2899  -0.08
30 C 1.4375 1.3291 -5.2729  -0.09
31 Se 0.0558 2.2887 3.1054  -0.06
32 N -2.9893 0.3631 1.8794  0.03
33 N -1.6993 -0.2162 2.0232  -0.01
34 H -3.9180 -4.1827 -2.4666  0.09
35 N -4.3900 1.4225 0.3927  0.19
36 Sb -1.4794 1.7812 5.0322  -0.34
37 H -4.7177 1.9449 1.1945  0.09
38 C 1.3832 -0.9785 -4.5914  -0.07
39 C 1.6552 -0.0140 -5.5518  -0.10
40 H -4.3866 1.8490 -0.5321  0.08
41 N -2.4887 0.1832 -0.3202  0.08
42 C 3.1098 -0.1010 3.8395  -0.06
43 H -3.3021 -2.0450 -1.4408  0.09
44 H 4.7616 2.5674 -0.9182  0.10
45 O -3.2925 1.5388 -2.0366  -0.13
46 H 1.7637 -0.8254 5.3735  0.11
47 S 0.0335 1.2176 -1.5032  1.16
48 H -0.4702 -6.0196 -0.7198  0.09
49 C -2.2250 -5.2144 -1.6500  -0.70
50 C -0.7628 -3.9264 -0.2777  -0.10
51 C 1.1105 -1.3334 3.4326  -0.07
52 C 2.7296 1.9949 -1.2690  -0.08
53 H 0.1260 -3.8811 0.3403  0.09
54 C 2.0067 -0.7728 4.3216  -0.05
55 H 0.0272 3.3310 0.3042  0.08
56 H 0.6416 -1.3452 -2.5943  0.12
57 H 0.7855 2.7543 -3.7998  0.12
58 C -3.0324 -4.1103 -1.8493  -0.14
59 C -1.0884 -5.1437 -0.8684  -0.15
60 H 2.3753 -0.4569 0.5412  0.13
61 C -1.5340 -2.7706 -0.4507  -0.13
62 Al -1.0306 -1.0070 0.3219  0.12
63 H 2.0287 -0.3093 -6.5245  0.09
64 H 4.0998 0.5822 2.0411  0.11
65 H -3.2501 1.0487 2.6321  -0.07
66 H 1.5343 -2.0270 -4.8138  0.10

Atoms 1-6, force components in eV/Å:
0.0 0.1 0.0
0.0 0.0 0.0
0.0 0.0 0.0
0.0 0.0 0.0
0.0 0.0 0.0
0.0 -0.1 -0.1

HOMO level (alpha / beta) = -1.44 / -1.44 eV
2S+1 = 2
Expectation value of S² = 0.75
Frontier orbital gap (alpha / beta) = 5.001 / 5.000 eV
Charge = -2
ΔE to the lowest compared entry with this formula, charge and spin = 0.0 kJ/mol